Molecular formula: C44H86Cl2NO15S8
Method: DFT, ωB97M-V/def2-TZVPD

The geometry in XYZ format:
```
156
Properties=species:S:1:pos:R:3:mulliken_charge:R:1
C 2.6224 -3.0196 2.1759 -0.588
C 1.1972 -2.9188 2.9797 -0.585
C 0.0636 -1.9656 2.2030 -0.637
C 0.7264 -0.4913 1.8828 0.298
C 1.3704 -0.1512 0.3818 0.915
C 1.2453 -1.3697 -0.7570 -0.512
O 2.2623 -2.1957 -1.0721 -0.449
O -0.0994 -1.4515 -1.4178 -0.442
O -0.7455 -0.3661 -1.0719 0.786
C -2.1368 -0.3748 -1.5503 0.050
O -2.6646 -1.5355 -1.9540 -0.539
C -3.0550 1.0221 -1.5346 0.404
C -2.6439 2.3947 -2.3659 -0.289
C -3.6060 3.7627 -2.3668 -0.450
C -5.0237 3.8684 -1.4991 -0.277
C -5.4309 2.4937 -0.6546 -0.599
C -4.4731 1.1245 -0.6592 -0.404
C 2.0981 1.3111 0.0236 0.229
C 2.7814 1.6636 -1.4242 0.318
Cl 3.3916 3.4093 -1.5978 -0.147
C 1.8494 1.3382 -2.7330 0.545
C 2.4028 0.0376 -3.6272 -0.441
Cl 2.0292 2.8151 -3.8998 -0.196
C 2.1132 2.3929 1.2975 -0.668
N 1.4872 2.1105 2.6570 0.597
C 1.5912 3.2160 3.6984 -0.996
C 0.4746 4.4236 3.5006 -0.104
C 0.9607 5.6126 2.4972 -0.189
C -0.1528 6.1881 1.4542 -0.502
O -1.3185 5.3322 1.2110 -0.400
C -1.0640 4.2997 0.1948 0.154
C 0.8183 0.7586 2.9784 -0.198
O 0.1962 0.4613 4.3093 -0.391
C -1.1426 1.1299 4.3836 0.179
C -2.3940 0.0416 4.1705 -0.294
O -3.7263 0.6668 4.2873 -0.460
C -4.5432 0.3560 3.0699 0.179
C -4.9178 -1.2499 2.9416 -0.796
H 3.4009 -3.4998 2.9415 0.407
H 2.5890 -3.7846 1.2639 0.049
H 3.0900 -1.9812 1.8691 0.115
H 1.4105 -2.4512 4.0556 0.246
H 0.7619 -4.0044 3.2066 0.385
H -0.2854 -2.5578 1.2504 0.414
H -0.8573 -1.9339 2.9353 0.101
H -1.6458 2.4655 -2.9986 0.246
H -3.3100 4.7538 -2.9529 0.345
H -5.7016 4.8328 -1.4654 0.379
H -6.4354 2.5535 -0.0431 0.248
H -4.8499 0.2266 -0.0109 0.690
H 3.7461 0.9672 -1.5216 0.157
H 0.7012 1.2576 -2.5154 -0.321
H 3.2704 -0.5434 -3.0987 -0.201
H 1.4724 -0.7028 -3.6772 0.190
H 2.6349 0.3268 -4.7458 0.426
H 2.6355 3.4280 1.1391 0.375
H 2.7102 3.6178 3.6452 0.426
H 1.4547 2.7435 4.7701 0.308
H 0.3306 4.9009 4.5836 0.262
H -0.5331 3.8983 3.2324 0.232
H 1.2814 6.5308 3.1899 0.228
H 1.9453 5.3610 1.8712 0.091
H 0.3972 6.3072 0.4012 0.227
H -0.5452 7.2866 1.7082 0.301
H 0.0833 4.0700 0.1828 0.089
H -1.6170 3.2786 0.4727 -0.054
H -1.4807 4.7272 -0.8293 0.048
H -1.1952 1.8315 3.4285 -0.134
H -1.3150 1.7019 5.3903 0.348
H -2.2959 -0.2992 3.0309 -0.001
H -2.3317 -0.8750 4.8951 0.238
H -3.9789 0.7635 2.1086 -0.010
H -5.5918 0.9226 3.0874 0.349
H -4.5048 -1.6652 1.9015 0.177
H -4.3660 -1.9061 3.7658 0.263
H -6.0844 -1.4616 2.9830 0.277
C -9.1933 -1.3744 -2.3559 -0.751
S -7.8897 -0.2316 -1.8385 0.576
O -8.5227 0.8066 -0.9601 -0.619
C -7.6396 0.5141 -3.4679 -0.551
H -9.5360 -1.9298 -1.4795 0.345
H -10.0311 -0.8176 -2.7821 -0.014
H -8.7937 -2.0744 -3.0933 0.361
H -8.5742 0.9536 -3.8249 0.130
H -7.2914 -0.2480 -4.1688 0.413
H -6.8826 1.2964 -3.3793 0.098
C 7.6579 -1.7586 -3.1737 -0.935
S 5.8658 -1.6176 -2.9703 0.404
O 5.6072 -0.4806 -2.0267 -0.668
C 5.6638 -3.1548 -2.0376 -0.625
H 8.0175 -0.8745 -3.7057 0.400
H 8.1420 -1.8144 -2.1958 0.275
H 7.8899 -2.6514 -3.7590 0.357
H 6.2718 -3.1237 -1.1302 0.395
H 5.9614 -4.0015 -2.6602 0.363
H 4.6114 -3.2594 -1.7645 -0.021
C 5.8144 -7.9959 0.2497 -0.864
S 5.6552 -7.0308 -1.2722 0.444
O 6.6213 -5.8867 -1.1838 -0.579
C 4.0070 -6.3799 -0.9071 -0.850
H 6.7990 -8.4696 0.2590 0.169
H 5.7194 -7.3412 1.1192 0.323
H 5.0421 -8.7681 0.2749 0.435
H 4.0244 -5.8256 0.0344 0.129
H 3.2942 -7.2051 -0.8437 0.493
H 3.7116 -5.7087 -1.7167 0.291
C 11.6387 -6.1445 -3.5636 -0.902
S 9.9166 -5.7760 -3.9778 0.495
O 9.9057 -4.5003 -4.7668 -0.626
C 9.4018 -5.3758 -2.2901 -0.312
H 12.1729 -6.3883 -4.4851 0.331
H 12.1047 -5.2748 -3.0943 0.292
H 11.6762 -7.0014 -2.8870 0.322
H 10.0068 -4.5538 -1.9000 0.391
H 9.5130 -6.2578 -1.6555 0.275
H 8.3520 -5.0747 -2.3095 -0.222
C 8.8196 -9.2610 3.3686 -0.973
S 9.2927 -8.4106 1.8435 0.626
O 9.1709 -9.3977 0.7205 -0.617
C 11.0496 -8.2642 2.2504 -0.982
H 7.7525 -9.4909 3.3212 0.284
H 9.3859 -10.1898 3.4699 0.326
H 9.0108 -8.6094 4.2244 0.364
H 11.4772 -9.2551 2.4212 0.313
H 11.1674 -7.6456 3.1430 0.360
H 11.5619 -7.7887 1.4111 0.309
C -6.4036 5.8463 -5.4379 -0.951
S -7.3333 4.6542 -4.4442 0.597
O -6.6973 3.3100 -4.6408 -0.571
C -8.8328 4.6994 -5.4556 -0.790
H -5.4041 5.9513 -5.0089 0.242
H -6.3201 5.4904 -6.4675 0.329
H -6.9097 6.8142 -5.4151 0.392
H -8.5982 4.4147 -6.4841 0.333
H -9.2588 5.7050 -5.4324 0.390
H -9.5536 3.9919 -5.0397 0.047
C 0.8631 8.8297 6.4059 -0.964
S 1.7700 7.3170 6.8090 0.374
O 1.4665 6.3107 5.7389 -0.514
C 0.7763 6.8859 8.2583 -0.952
H 1.2912 9.2594 5.4971 0.309
H -0.1912 8.5993 6.2356 0.313
H 0.9635 9.5450 7.2255 0.403
H -0.2727 6.7763 7.9727 0.301
H 0.8794 7.6652 9.0167 0.388
H 1.1424 5.9389 8.6611 0.317
C -12.6369 2.8050 -3.5804 -1.096
S -11.7300 1.2924 -3.1773 0.719
O -12.0335 0.2860 -4.2474 -0.648
C -12.7237 0.8613 -1.7280 -1.013
H -12.2088 3.2347 -4.4892 0.293
H -13.6912 2.5747 -3.7507 0.384
H -12.5365 3.5203 -2.7608 0.371
H -13.7727 0.7517 -2.0136 0.367
H -12.6206 1.6405 -0.9696 0.348
H -12.3576 -0.0857 -1.3252 0.289
```

Results
largest force on an atom: 0.1901 Eh/bohr
net charge: +1
calculated total energy: -7015.8274 hartree
HOMO level: -9.841 eV
orbital gap: 5.606 eV

Molecular formula: C44H88O32
Method: DFT, ωB97M-V/def2-TZVPD

The geometry in XYZ format:
```
164
Properties=species:S:1:pos:R:3:mulliken_charge:R:1
C -8.1837 -6.7187 24.8755 -0.365
C -8.9408 -5.7944 25.8450 -0.359
O -10.2655 -5.5759 25.4112 -0.445
C -11.1731 -6.5056 25.6665 0.930
O -11.0399 -7.4330 26.4095 -0.654
O -12.2250 -6.2642 24.9272 -0.318
C -13.2701 -7.1884 25.0103 0.070
H -7.1120 -6.5381 24.9377 0.475
H -8.4411 -6.4846 23.8368 0.062
H -8.4620 -7.7532 25.0486 -0.214
H -8.3837 -4.8641 25.9016 0.406
H -8.9181 -6.2554 26.8330 0.262
H -12.9776 -8.1726 24.6460 -0.080
H -14.0904 -6.8691 24.3705 -0.227
H -13.7115 -7.2369 26.0052 0.372
C -2.1280 -11.1097 27.8743 -0.872
C -3.2235 -10.4225 28.6597 -0.279
O -4.4744 -10.8198 28.1338 -0.209
C -5.5098 -10.4139 28.7738 0.687
O -5.4847 -9.8297 29.7904 -0.573
O -6.5702 -10.7740 28.1168 -0.208
C -7.8466 -10.3097 28.5679 -0.335
H -2.2847 -12.1839 27.7668 0.321
H -1.2137 -11.0367 28.4746 0.447
H -1.9408 -10.6712 26.8968 -0.124
H -3.0765 -9.3417 28.6489 0.308
H -3.1424 -10.7454 29.7018 0.332
H -8.1865 -10.9559 29.3683 0.336
H -8.4991 -10.3097 27.7006 -0.172
H -7.7931 -9.2566 28.8405 0.377
C -5.4095 -14.2365 21.7795 -0.458
C -6.4049 -15.3701 22.0058 -0.406
O -7.7663 -14.9648 21.8057 -0.395
C -8.2746 -14.2025 22.7283 0.751
O -7.6477 -13.6449 23.5704 -0.512
O -9.5833 -14.1905 22.5983 -0.414
C -10.2882 -13.4707 23.5651 0.157
H -5.4097 -13.9207 20.7384 0.215
H -4.3972 -14.5912 22.0164 0.455
H -5.5222 -13.3776 22.4443 -0.099
H -6.2798 -15.9197 22.9319 0.341
H -6.2132 -16.0267 21.1559 0.296
H -9.7488 -12.5443 23.7701 -0.175
H -10.3428 -13.9774 24.5349 0.276
H -11.2976 -13.2221 23.2565 -0.011
C -1.2299 -9.2948 24.3165 -1.272
C -2.2919 -10.2823 23.9220 0.022
O -3.5046 -9.7643 24.4725 -0.345
C -4.5980 -10.4746 24.2377 0.662
O -4.6847 -11.3236 23.4262 -0.578
O -5.5860 -10.0048 24.9691 -0.408
C -6.8086 -10.7303 24.9457 -0.006
H -0.2292 -9.5471 23.9547 0.391
H -1.1172 -9.3608 25.4083 0.236
H -1.4170 -8.2620 24.0434 0.317
H -2.1482 -11.2645 24.3604 0.309
H -2.3762 -10.3238 22.8364 0.228
H -6.7036 -11.6459 25.5164 0.369
H -7.1423 -10.8876 23.9200 0.554
H -7.5875 -10.1035 25.3728 -0.536
C -7.2382 -10.9496 20.3720 -0.898
C -5.8058 -10.5770 20.4066 0.494
O -5.1263 -11.4107 19.4753 -0.400
C -3.8449 -11.1881 19.3575 0.862
O -3.2742 -10.3058 19.8679 -0.558
O -3.3394 -12.0936 18.5370 -0.363
C -1.9309 -12.0151 18.2488 -0.698
H -7.6229 -10.9554 19.3401 0.466
H -7.9157 -10.2684 20.8892 0.164
H -7.4463 -11.9643 20.7228 -0.004
H -5.4115 -10.7217 21.4137 -0.394
H -5.6381 -9.5407 20.1182 0.526
H -1.5391 -11.0057 18.3150 0.336
H -1.8117 -12.4230 17.2518 0.247
H -1.4051 -12.6490 18.9653 0.272
C -12.2355 -10.5807 29.4049 -1.500
C -12.4909 -10.9574 27.9711 0.911
O -13.0927 -12.2776 27.9939 -0.378
C -13.2940 -12.8023 26.8113 0.737
O -13.1899 -12.2815 25.7762 -0.430
O -13.6695 -14.0695 26.9781 -0.379
C -13.9458 -14.8498 25.7823 -0.135
H -11.9945 -9.5178 29.4451 0.375
H -11.4824 -11.2136 29.8574 0.320
H -13.1618 -10.6824 29.9784 0.414
H -11.5219 -10.9780 27.4796 -0.421
H -13.1580 -10.3243 27.3900 0.244
H -14.8612 -14.4983 25.2942 0.288
H -14.0426 -15.8696 26.1487 0.248
H -13.1679 -14.8256 25.0135 -0.112
C -15.8351 -7.7961 21.9140 -0.212
C -16.6608 -6.7108 22.5383 -0.622
O -18.0409 -6.8260 22.2531 -0.370
C -18.4891 -6.4472 21.0975 0.734
O -17.8713 -6.0287 20.1854 -0.514
O -19.7953 -6.5773 21.1543 -0.374
C -20.4993 -6.2457 19.9787 -0.656
H -14.7887 -7.7455 22.2034 -0.261
H -15.8777 -7.8666 20.8220 0.180
H -16.2240 -8.7826 22.1937 0.562
H -16.2279 -5.7342 22.3125 0.377
H -16.5838 -6.7715 23.6249 0.376
H -21.5440 -6.4961 20.1181 0.231
H -20.1407 -6.7836 19.1006 0.290
H -20.4177 -5.1783 19.7697 0.296
C -14.2454 -14.8419 22.5115 -1.522
C -14.5286 -13.3920 22.3343 0.920
O -15.3531 -13.2729 21.1528 -0.360
C -15.5205 -12.0835 20.6910 0.738
O -15.2963 -11.1123 21.2931 -0.392
O -16.0273 -12.1952 19.5037 -0.391
C -16.4625 -11.0426 18.8331 -0.308
H -13.5419 -15.0216 23.3306 0.265
H -13.8296 -15.3250 21.6282 0.392
H -15.1301 -15.4231 22.7921 0.365
H -13.6050 -12.8318 22.1709 -0.401
H -15.0848 -12.9526 23.1630 0.140
H -17.4765 -10.8273 19.1978 0.352
H -16.5479 -11.2865 17.7874 0.134
H -15.9052 -10.1250 19.0021 -0.004
C -12.9752 -7.5701 17.8152 -0.135
C -13.3435 -8.9275 17.3288 0.142
O -14.1197 -8.8950 16.1410 -0.330
C -14.6765 -9.9976 15.7950 0.851
O -14.5540 -11.0556 16.2684 -0.533
O -15.4248 -9.7315 14.7753 -0.375
C -15.9263 -10.8643 14.0806 -0.648
H -13.8601 -6.9820 18.0701 -0.090
H -12.4925 -7.0228 17.0005 0.393
H -12.3243 -7.5310 18.6790 -0.338
H -13.8687 -9.4852 18.1112 -0.152
H -12.4564 -9.5311 17.1139 0.319
H -15.1232 -11.3955 13.5616 0.293
H -16.7070 -10.5663 13.3953 0.252
H -16.3505 -11.6005 14.7757 0.275
C -9.7646 -6.3029 19.7372 -0.818
C -10.2247 -5.0228 20.4048 -0.351
O -11.5602 -5.1438 20.9061 -0.327
C -12.5217 -4.8642 20.0619 0.894
O -12.3685 -4.5632 18.9162 -0.603
O -13.6756 -4.9648 20.6858 -0.296
C -14.8491 -4.7931 19.8793 -0.504
H -9.9461 -7.1535 20.3831 0.024
H -8.6926 -6.2271 19.5343 0.417
H -10.2561 -6.4408 18.7726 0.320
H -10.1343 -4.1649 19.7391 0.356
H -9.6018 -4.8257 21.2760 0.372
H -14.9449 -5.5938 19.1381 0.047
H -14.8479 -3.8298 19.3746 0.418
H -15.7230 -4.9270 20.4957 0.114
C -11.8937 -9.8670 20.7940 0.361
C -12.3275 -9.2816 22.1284 -0.118
O -11.8159 -10.0545 23.2626 0.038
C -10.6035 -9.9006 23.7413 0.170
C -10.4702 -10.4699 25.1321 0.592
O -9.7216 -9.3279 23.1872 -0.532
H -11.9902 -9.0259 20.1066 -0.680
H -12.5718 -10.6590 20.4900 0.127
H -10.8604 -10.1946 20.8349 0.044
H -12.1935 -8.1985 22.1858 0.254
H -13.3831 -9.4763 22.3354 0.213
H -9.3968 -10.6355 25.2140 -0.630
H -11.0648 -11.3749 25.2142 -0.229
H -10.7538 -9.7890 25.9310 0.287
```

Results
largest force on an atom: 0.0917 Eh/bohr
net charge: 0
calculated total energy: -4137.0852 hartree
SMILES string: CCOC(=O)OC.CCOC(=O)OC.CCOC(=O)OC.CCOC(=O)OC.CCOC(=O)OC.CCOC(=O)OC.CCOC(=O)OC.CCOC(=O)OC.CCOC(=O)OC.CCOC(=O)OC.CCOC(C)=O
HOMO level: -10.299 eV
orbital gap: 10.822 eV
relative energy (zero: lowest compared OMol25 entry of this formula, charge and spin): 0.0 kcal per mole

Question: orbital gap of number 2 (C44H88O32)?
Answer: 10.822 eV